Molecular formula: H5N3S2
Method: DFT, wB97M-V/def2-TZVPD

XYZ file:
```
10
H5N3S2, DFT wB97M-V/def2-TZVPD
N 1.34514 -1.10662 1.12415
N -1.15298 0.87482 -1.56519
N 0.65646 -0.11637 0.42682
S -2.14139 0.18616 -0.45549
S -0.57462 0.62666 1.19279
H 0.60060 -1.85718 1.34204
H 1.82948 -0.99863 2.06281
H -1.53936 1.55771 -2.12919
H -0.33449 0.34641 -1.91767
H 1.31116 0.48706 -0.08108
```

Output
net charge = 0
⟨S²⟩ = 2.007
Kohn-Sham gap (spin up / spin down) = 6.44 / 6.20 eV
LUMO energy (spin up / spin down) = 0.7 / -2.0 eV
multiplicity = 3
E_HOMO (spin up / spin down) = -5.8 / -8.2 eV

Per-atom Mulliken charges, elementary charge units:
1. N -0.612
2. N -0.350
3. N -0.127
4. S -0.086
5. S -0.129
6. H 0.260
7. H 0.251
8. H 0.228
9. H 0.278
10. H 0.287